1.
{"formula": "C5H6NO3", "method": "ωB97M-V/def2-TZVPD", "gap_ev": 8.42, "total_charge": -1, "homo_ev": -4.39, "smiles": "C/C=C\\O/C([O-])=N\\C=O", "total_energy_ev": -12914.962, "e_above_lowest_kj_mol": 77.8, "species": ["C", "C", "C", "C", "C", "N", "O", "O", "O", "H", "H", "H", "H", "H", "H"], "xyz": [[0.16539, -1.04901, -1.21996], [-3.07036, 0.82236, -0.16086], [-1.69819, -1.06833, 0.18601], [0.89672, 0.14038, 0.78242], [1.16175, -0.56508, -0.50558], [-2.89214, -0.43444, 0.34026], [-2.19407, 1.58641, -0.46313], [-1.25987, -1.99326, 0.91423], [-1.10019, -0.72352, -1.00678], [1.74243, 0.85709, 1.08156], [0.99060, -0.68742, 1.50899], [-0.16665, 0.57552, 0.96350], [-4.25299, 1.03465, -0.36724], [2.22422, -0.69788, -0.78595], [0.33021, -1.67490, -1.97996]], "forces_ev_per_a": [[1.3, 1.7, 2.0], [-2.0, -2.6, -0.2], [-1.5, -1.2, 1.7], [0.2, 0.7, 1.7], [0.6, 0.8, 0.3], [-0.1, 0.2, 0.2], [0.5, 2.2, -0.3], [-0.4, 1.9, -1.7], [-1.1, -0.4, 0.1], [-1.4, -0.6, -0.6], [-0.2, 0.4, 0.2], [2.1, -0.5, -0.7], [2.2, -0.1, 0.6], [-0.8, -0.3, 0.1], [0.5, -2.2, -3.2]]}

2.
{"formula": "C5H6NP", "method": "ωB97M-V/def2-TZVPD", "gap_ev": 7.55, "total_charge": 0, "homo_ev": -8.73, "smiles": "[H]/N=C1\\C(=P/[H])[C@@H]1C=C", "total_energy_ev": -16056.122, "e_above_lowest_kj_mol": 395.9, "species": ["C", "C", "C", "C", "C", "N", "P", "H", "H", "H", "H", "H", "H"], "xyz": [[-0.11912, 0.15812, 0.98747], [-1.14118, -0.82692, 0.57577], [0.16089, 1.34059, 0.08808], [1.05503, 0.25274, 0.18813], [-0.95375, -1.58437, -0.55028], [-0.28840, 2.50779, -0.05837], [2.45485, -0.58045, -0.21526], [-0.22791, 0.30873, 2.09703], [-2.03832, -0.73357, 1.12753], [-1.69721, -2.16786, -0.85084], [-0.09587, -1.69004, -1.13619], [0.20363, 3.13541, -0.75525], [2.68737, -0.12017, -1.49783]], "forces_ev_per_a": [[-1.9, 0.6, 3.0], [1.8, -0.8, -3.5], [-1.2, 0.3, 0.5], [3.4, -0.2, -1.9], [0.3, 2.7, 3.9], [0.5, 0.6, -1.1], [-0.8, -0.7, 1.1], [0.8, 0.2, -1.0], [-1.0, -0.4, 0.2], [-3.3, -2.5, -1.2], [1.4, 0.4, -0.4], [-0.3, -1.2, 0.9], [0.2, 1.0, -0.6]]}

3.
{"formula": "C5H6O", "method": "ωB97M-V/def2-TZVPD", "gap_ev": 9.14, "total_charge": 0, "homo_ev": -8.23, "total_energy_ev": -7324.513, "e_above_lowest_kj_mol": 460.3, "species": ["C", "C", "C", "O", "C", "C", "H", "H", "H", "H", "H", "H"], "xyz": [[0.22003, -0.09696, -1.27209], [-1.17372, 0.06186, -0.69564], [0.30036, -0.76190, 1.85564], [1.15255, -0.50827, 0.89653], [0.67894, 0.57854, 0.04611], [-0.78635, 0.80210, 0.34742], [0.39760, 0.50676, -2.16661], [0.63405, -1.10119, -1.41918], [-2.13155, -0.35422, -0.99064], [0.57466, -1.78678, 2.18419], [1.42537, 1.38004, 0.02510], [-1.28231, 1.28633, 1.17772]], "forces_ev_per_a": [[0.1, -0.1, -0.2], [-0.2, 0.2, -0.1], [0.4, -0.4, 0.0], [-0.4, -0.2, 0.4], [0.0, 0.2, -0.1], [-0.2, 0.1, -0.2], [0.0, -0.1, 0.1], [-0.1, 0.1, 0.0], [0.1, 0.2, -0.1], [0.4, 0.1, 0.3], [-0.2, -0.2, 0.1], [0.0, -0.1, -0.2]]}

4.
{"formula": "C5H6O", "method": "ωB97M-V/def2-TZVPD", "gap_ev": 9.09, "total_charge": 0, "homo_ev": -8.99, "total_energy_ev": -7325.264, "e_above_lowest_kj_mol": 388.0, "species": ["O", "C", "C", "C", "C", "C", "H", "H", "H", "H", "H", "H"], "xyz": [[2.64448, -0.60915, 0.16133], [1.41433, -0.32859, 0.10069], [1.07834, -1.65808, 0.00540], [-1.50572, -0.07184, -0.21655], [-0.55308, 1.08019, -0.14818], [0.77329, 0.97185, 0.01496], [0.98783, -2.18753, 0.95656], [-0.99471, -1.00584, -0.49625], [-2.29250, 0.11275, -0.95172], [-1.99131, -0.22053, 0.75354], [-0.98504, 2.07649, -0.23876], [1.42408, 1.84030, 0.05898]], "forces_ev_per_a": [[-0.3, 0.0, 0.0], [0.1, 0.2, 0.0], [0.2, -0.1, 0.0], [0.1, -0.2, -0.1], [0.2, 0.0, 0.0], [-0.2, 0.0, 0.0], [0.0, 0.1, 0.0], [-0.2, 0.2, 0.1], [0.1, 0.0, 0.1], [0.0, 0.0, -0.1], [0.1, -0.1, 0.0], [-0.1, -0.1, 0.0]]}

5.
{"formula": "C5H6O", "method": "ωB97M-V/def2-TZVPD", "gap_ev": 7.83, "total_charge": 0, "homo_ev": -8.11, "total_energy_ev": -7325.088, "e_above_lowest_kj_mol": 404.9, "species": ["C", "C", "C", "C", "C", "O", "H", "H", "H", "H", "H", "H"], "xyz": [[0.13968, -0.07460, 0.87613], [1.17624, 1.04090, 0.57148], [0.68546, 1.21628, -0.88381], [-0.26258, 0.17870, -0.56354], [-1.25382, -0.36976, -1.30271], [-2.06199, -1.30649, -0.81953], [-0.61138, 0.17571, 1.63788], [-1.77906, -1.47646, 0.09535], [0.56143, -1.06271, 1.10507], [2.22689, 0.73337, 0.62686], [1.07138, 1.95399, 1.16848], [-1.47678, -0.09548, -2.33018]], "forces_ev_per_a": [[0.0, 0.0, 0.1], [0.2, 0.2, 0.0], [-0.3, -0.4, 0.4], [-0.1, 0.0, -0.2], [0.1, 0.1, -0.1], [0.1, 0.0, 0.1], [0.1, 0.0, -0.1], [-0.2, -0.1, -0.1], [-0.1, 0.2, -0.1], [-0.1, 0.1, 0.0], [0.0, -0.1, -0.1], [0.1, 0.0, 0.1]]}

6.
{"formula": "C5H6O", "method": "ωB97M-V/def2-TZVPD", "gap_ev": 10.61, "total_charge": 0, "homo_ev": -9.70, "total_energy_ev": -7324.153, "e_above_lowest_kj_mol": 495.1, "species": ["C", "C", "C", "C", "C", "O", "H", "H", "H", "H", "H", "H"], "xyz": [[1.54915, 1.61116, 0.18867], [0.41882, 1.37881, -0.23340], [-0.89562, 0.88203, -0.46752], [-0.48529, -0.40293, 0.22445], [1.11815, 0.01608, 0.36534], [1.82682, -0.77810, -0.49887], [-1.74830, 1.52262, -0.17113], [-1.11565, 0.70160, -1.54326], [-0.73636, -0.38324, 1.21857], [-0.48500, -1.32210, -0.17221], [1.29658, -0.14585, 1.35627], [2.69114, -0.42612, -0.71310]], "forces_ev_per_a": [[2.3, 1.1, 0.6], [-1.6, 1.6, -0.8], [-2.2, -0.3, -2.5], [2.3, 3.8, 0.8], [-1.2, -1.2, -1.5], [0.0, -1.1, -0.7], [0.5, -0.6, 0.6], [0.4, 0.1, 0.4], [-1.2, -0.3, 2.3], [-0.6, -3.1, -1.9], [1.1, -0.3, 2.5], [0.2, 0.4, 0.2]]}